(1)
Entry from OMol25: a structure of composition C4H5CuNaO at a distorted geometry (ωB97M-V/def2-TZVPD).

Calculated values
Multiplicity: 2
Net charge: 0
HOMO level (alpha / beta), eV: -5.16 / -5.14
LUMO energy (alpha / beta), eV: -0.651 / -0.723
HOMO-LUMO gap (alpha / beta), eV: 4.510 / 4.417

Positions of all 12 atoms, in Å:
1 C -2.4619 1.1371 -0.8679
2 C -2.1191 0.2556 0.1964
3 C -2.2670 -0.4799 1.3394
4 H -1.8971 1.0722 -1.7851
5 H -3.0125 2.0690 -0.9545
6 H -2.1089 -0.6408 2.4010
7 H -3.2957 -0.8111 1.4550
8 O 0.7583 -0.4039 0.5530
9 C -0.2279 -1.1191 0.3932
10 Na -0.0514 2.1938 -0.3176
11 Cu 0.1392 1.5304 1.6832
12 H -0.5038 -1.8960 -0.2930

Force components x, y, z for each atom (eV/Å):
1.9 -3.0 2.4
-2.1 3.0 -0.8
-1.7 1.6 -1.6
0.1 -0.9 -0.4
-0.4 -0.1 1.4
2.3 1.0 -0.1
-0.6 -1.1 -1.5
-2.8 -2.1 -1.2
3.2 0.5 2.3
0.0 1.1 -2.3
0.4 -0.1 3.0
-0.2 0.1 -1.0

***

(2)
Entry from OMol25: a cluster of 5 separate species, C3H18NO4 in total at a distorted geometry (ωB97M-V/def2-TZVPD).

Calculated values
Net charge: +1
HOMO level, eV: -14.31
LUMO energy, eV: -2.821
ΔE to the lowest compared entry with this formula, charge and spin, kcal/mol: 75.72
HOMO-LUMO gap, eV: 11.484

Positions of all 26 atoms, in Å:
1 C -2.8382 -0.6492 -0.2207
2 C -1.5208 -0.0859 0.2031
3 N -0.4432 -0.1625 -0.8916
4 C 0.7347 0.8097 -0.7539
5 H -3.4291 0.1355 -0.7924
6 H -2.7580 -1.6864 -0.6520
7 H -3.4618 -0.8342 0.6534
8 H -1.5199 0.9644 0.4591
9 H -0.9604 -0.6495 1.0147
10 H -0.7230 -0.0304 -1.7975
11 H 0.0400 -1.0552 -0.8337
12 H 1.5588 0.3429 -0.2899
13 H 0.4883 1.7174 -0.2144
14 H 1.2435 0.8564 -1.7155
15 H -0.1542 2.4681 2.0299
16 H -0.9013 1.5335 2.8853
17 O -0.3905 1.6201 1.9390
18 H 1.0477 -2.8523 0.6824
19 H 2.2278 -2.4556 -0.2095
20 O 1.3812 -2.1114 0.2941
21 H 1.4490 3.1578 1.3083
22 H 1.7971 2.8160 2.6612
23 O 1.2483 3.4866 2.1949
24 H 1.5700 -2.6163 -3.2117
25 H 2.6587 -2.3247 -2.4147
26 O 1.6550 -2.3948 -2.3279

Force components x, y, z for each atom (eV/Å):
-1.0 -0.2 -0.4
2.0 -0.7 0.1
2.2 0.6 2.7
0.0 -0.5 -0.5
0.8 -1.4 0.1
-0.1 1.3 -0.2
0.2 0.2 0.3
-0.5 -0.2 0.2
-1.2 0.7 -0.6
-1.7 0.2 -2.7
0.0 -0.8 0.0
0.3 -0.9 1.7
-0.3 0.0 -0.6
-0.9 0.9 -0.6
1.8 5.4 0.4
1.7 -0.2 -3.5
-3.9 -5.4 3.8
-1.5 -3.3 1.8
-2.8 1.0 1.6
3.9 2.4 -2.9
-0.1 0.7 -0.4
-0.5 0.8 0.4
1.4 -0.7 0.0
-1.4 -1.0 -3.1
-1.5 0.1 1.0
3.0 0.9 1.6

***

(3)
Entry from OMol25: a structure of composition C24H52BrCs2FN6O12PS at a distorted geometry (ωB97M-V/def2-TZVPD).

Calculated values
Net charge: +1
HOMO level, eV: -7.39
LUMO energy, eV: -5.583
HOMO-LUMO gap, eV: 1.810

Positions of all 100 atoms, in Å:
1 C 7.6605 1.6552 2.0149
2 C 6.6855 1.2464 3.2302
3 C 5.0981 1.4502 2.8835
4 O 4.7393 0.9945 1.5698
5 C 3.8081 1.8474 0.9205
6 C 2.3535 1.2376 0.8014
7 N 2.0399 -0.0835 0.3662
8 N 0.7178 -0.2077 0.3766
9 N 0.1254 0.9232 0.7876
10 C -1.3454 1.1264 0.8930
11 C -1.9150 1.1848 2.3738
12 C -1.6926 -0.1531 3.2144
13 Br -0.3000 0.1875 4.5981
14 N 1.0841 1.8374 1.0880
15 P 1.0308 3.4944 1.7232
16 C -0.5837 4.3752 1.2915
17 O 1.0521 3.3118 3.4266
18 H 8.7136 1.7858 2.4306
19 H 7.4035 2.6691 1.5662
20 H 7.7268 0.8650 1.2058
21 H 6.9151 2.0081 4.0913
22 H 6.8992 0.1536 3.5642
23 H 4.8768 2.5326 3.0979
24 H 4.5267 0.7601 3.6301
25 H 3.7255 2.8875 1.3428
26 H 4.1778 1.9724 -0.1507
27 H -1.8512 0.2395 0.3902
28 H -1.7320 2.0388 0.3267
29 H -1.5695 2.0822 2.9670
30 H -3.0488 1.3065 2.2743
31 H -1.4371 -1.0019 2.5205
32 H -2.6743 -0.4004 3.7220
33 H -0.4680 5.4944 1.4632
34 H -1.0189 4.1307 0.2517
35 H -1.3794 4.0401 2.0421
36 H 0.1331 3.3996 3.7513
37 C -5.8557 3.0571 2.3542
38 O -4.8011 2.7804 2.9239
39 N -6.2622 4.3419 2.1418
40 N -6.6980 2.1150 1.8882
41 H -7.1182 4.5864 1.6798
42 H -5.6612 5.0750 2.4746
43 H -6.4258 1.1416 2.0306
44 H -7.5632 2.3168 1.4193
45 O -9.5211 1.6035 -0.7037
46 S -9.6596 0.8547 -1.9248
47 O -9.4449 -0.5637 -1.9699
48 O -8.7542 1.5533 -3.0675
49 C -7.3739 1.7702 -2.7887
50 C -6.5636 0.4932 -2.9188
51 C -11.2370 1.2115 -2.6415
52 H -7.2480 2.2203 -1.7993
53 H -7.0157 2.4972 -3.5217
54 H -6.8319 -0.2232 -2.1402
55 H -5.4948 0.7037 -2.8295
56 H -6.7525 0.0106 -3.8798
57 H -11.3820 2.2899 -2.6559
58 H -11.9980 0.7375 -2.0226
59 H -11.2663 0.8004 -3.6490
60 C 1.8765 -2.7311 -5.7377
61 C 1.3253 -2.4283 -4.3512
62 C 0.0395 -1.6004 -4.3823
63 C 0.1807 -0.2060 -5.0016
64 C 1.2207 0.6963 -4.3367
65 C 0.8986 1.0070 -2.8816
66 H 2.1485 -1.8190 -6.2741
67 H 2.7756 -3.3476 -5.6602
68 H 1.1445 -3.2781 -6.3362
69 H 2.0916 -1.9261 -3.7505
70 H 1.1138 -3.3753 -3.8445
71 H -0.3471 -1.5103 -3.3611
72 H -0.7230 -2.1501 -4.9430
73 H -0.7967 0.2896 -4.9622
74 H 0.4254 -0.3005 -6.0628
75 H 1.2699 1.6383 -4.8933
76 H 2.2163 0.2496 -4.4041
77 H -0.0764 1.4999 -2.7954
78 H 1.6556 1.6802 -2.4624
79 H 0.8842 0.1058 -2.2666
80 C 3.5854 -6.0500 -3.5611
81 C 4.9265 -6.2683 -4.1921
82 O 4.6514 -7.2103 -5.2083
83 C 3.3586 -6.9886 -5.5774
84 O 2.8674 -7.4037 -6.5764
85 O 2.6990 -6.2236 -4.6614
86 F 5.7970 -6.8200 -3.3127
87 H 3.3577 -6.7912 -2.7907
88 H 3.4845 -5.0533 -3.1298
89 H 5.3683 -5.3705 -4.6338
90 O -6.3986 -0.6788 2.9937
91 H -7.0128 -0.6407 3.7301
92 Cs 6.6995 -0.2489 5.2159
93 C 8.6356 -3.5542 10.8312
94 C 8.1005 -3.1530 9.4574
95 O 6.9464 -3.5602 9.1794
96 O 8.8833 -2.4569 8.7622
97 H 7.9083 -4.1546 11.3804
98 H 9.5512 -4.1389 10.7163
99 H 8.8600 -2.6600 11.4177
100 Cs -1.1413 4.1668 -1.7790

Force components x, y, z for each atom (eV/Å):
0.3 0.3 0.5
0.2 2.1 -4.0
1.1 -1.4 1.9
-0.4 1.4 0.4
-0.5 0.2 -1.3
-2.5 -2.3 -0.2
-0.6 3.5 1.2
0.2 0.9 0.2
1.3 -1.1 -0.3
-1.7 -0.5 0.6
-0.7 -0.4 0.2
-1.0 0.7 -0.8
-0.5 -0.5 -0.8
1.3 -0.4 -0.5
1.6 1.5 1.9
-1.8 -1.0 0.9
-1.4 0.5 -2.9
-1.3 -0.3 -0.5
0.1 -1.4 0.5
-0.4 1.0 1.0
-0.4 -1.6 -1.5
0.1 4.6 -6.6
-0.1 -1.1 -0.5
0.5 1.5 -1.0
0.1 -1.1 -0.2
-0.6 -0.2 1.2
1.1 1.0 0.5
1.0 -1.0 0.6
-0.3 -1.0 -0.8
1.3 0.1 0.0
0.1 0.8 1.0
1.4 0.3 -0.3
0.3 -1.4 -0.4
1.3 0.5 4.2
0.7 0.5 -1.0
0.4 -0.4 0.4
-0.8 -0.9 -0.3
0.7 0.5 -0.2
0.4 0.9 0.0
0.6 0.0 -0.3
0.0 -0.1 0.1
-0.2 -0.1 0.1
-0.4 -0.7 0.6
0.0 0.0 0.1
0.3 -0.4 -0.4
-0.4 -0.1 -0.3
0.1 0.6 0.3
-0.5 0.0 0.2
0.8 -0.1 0.1
-0.1 -0.3 0.2
0.1 0.1 -0.1
-0.2 -0.1 0.0
-0.4 0.0 0.0
0.0 0.1 0.0
0.0 0.1 0.0
0.1 0.1 0.0
0.0 -0.1 0.0
0.2 0.0 0.1
0.0 0.0 0.1
0.2 0.0 0.0
-0.1 -0.1 0.0
0.0 0.0 0.1
0.0 -0.1 0.0
-0.2 0.1 -0.2
0.3 0.1 0.2
0.0 -0.1 0.0
-0.1 0.0 -0.1
0.1 0.0 0.0
0.0 0.0 0.0
0.0 0.1 0.0
0.0 0.0 0.0
0.0 0.0 0.0
0.0 0.0 0.0
0.0 0.0 0.1
0.1 -0.1 0.0
-0.1 0.0 0.0
-0.2 -0.1 0.0
0.0 0.0 0.1
-0.1 0.1 0.0
-0.5 0.4 0.6
0.5 -0.5 0.2
-0.3 0.6 0.1
-0.7 -0.6 -1.1
0.2 0.2 0.5
0.4 -0.1 -0.2
0.1 0.1 0.0
0.2 -0.1 -0.1
-0.1 0.0 -0.2
0.1 -0.1 0.1
0.5 0.5 -0.6
-0.1 0.0 0.1
-0.5 -4.9 10.3
0.0 -0.2 0.4
-0.3 -0.2 0.1
0.1 0.4 -0.4
-0.2 0.3 -0.5
0.0 0.0 -0.1
0.0 0.1 0.0
0.1 0.0 -0.1
-0.3 0.1 -3.1

***

(4)
Entry from OMol25: a structure of composition C11H34B3MgO5S2 at a distorted geometry (ωB97M-V/def2-TZVPD).

Calculated values
Net charge: -1
HOMO level, eV: -6.26
LUMO energy, eV: 2.029
HOMO-LUMO gap, eV: 8.285

Positions of all 56 atoms, in Å:
1 Mg -0.7362 0.3072 1.7308
2 B -0.8876 -0.8527 4.1042
3 H -0.1909 -0.0288 4.1016
4 H -1.0464 -1.3435 5.0519
5 H -1.8222 -0.4035 3.8058
6 H -0.6795 -1.5684 3.3240
7 B 0.2805 -0.6985 -0.4586
8 H -0.2550 0.1706 -0.8084
9 H 0.7429 -1.1903 -1.3004
10 H 0.9298 -0.5253 0.3855
11 H -0.4431 -1.3723 -0.0266
12 B 0.1381 3.0330 1.9502
13 H -0.0948 3.5110 1.0113
14 H 0.6709 3.7742 2.5256
15 H -0.7202 2.6571 2.4853
16 H 0.7999 2.2047 1.7493
17 C 2.8048 -5.4353 -0.7779
18 C 3.8926 -5.0338 0.1473
19 O 4.7248 -5.8529 0.5262
20 C 4.2952 -3.5619 0.3071
21 H 2.9620 -4.9005 -1.7146
22 H 1.9015 -5.0080 -0.3425
23 H 2.6714 -6.4917 -1.0109
24 H 3.8102 -2.9441 -0.4487
25 H 5.3781 -3.4466 0.2606
26 H 4.0089 -3.0620 1.2324
27 C -7.0168 0.1108 2.5609
28 C -6.7931 1.5854 3.0832
29 C -6.1785 2.3813 1.9114
30 S -5.2548 1.2260 0.7381
31 O -3.9367 1.0256 1.2763
32 O -5.4715 1.6887 -0.6733
33 C -6.4004 -0.1857 1.1299
34 H -8.0765 -0.1442 2.5488
35 H -6.4851 -0.4980 3.2922
36 H -6.0864 1.4419 3.9005
37 H -7.7708 1.9403 3.4090
38 H -5.6121 3.2963 2.0851
39 H -7.0896 2.7026 1.4067
40 H -5.7368 -1.0486 1.0736
41 H -7.1103 -0.2332 0.3041
42 C 3.9856 0.4239 -4.4649
43 C 5.2254 0.6969 -3.6705
44 C 5.1698 2.0295 -3.0711
45 S 3.5059 2.8312 -3.3095
46 O 3.7139 3.9779 -4.2116
47 O 2.6902 3.1115 -2.1509
48 C 2.7510 1.4901 -4.1871
49 H 3.6597 -0.5984 -4.2734
50 H 4.3045 0.3855 -5.5065
51 H 6.0990 0.5018 -4.2925
52 H 5.2469 -0.1390 -2.9712
53 H 5.8868 2.7808 -3.4023
54 H 5.4498 2.0474 -2.0178
55 H 2.1559 2.0527 -4.9064
56 H 2.0392 1.1818 -3.4213

Force components x, y, z for each atom (eV/Å):
1.4 0.4 0.5
0.3 0.4 -0.9
3.2 3.1 0.2
-0.4 -1.7 3.4
-4.4 2.1 -1.3
1.3 -3.1 -3.3
-0.5 0.5 0.7
-2.0 3.8 -1.2
1.9 -1.8 -2.9
3.2 1.2 3.3
-3.5 -3.1 1.6
-0.3 -0.3 -0.6
-1.3 1.5 -3.6
1.9 2.4 2.7
-4.1 -1.5 2.3
3.0 -3.8 -0.9
-1.0 0.8 0.1
3.4 -0.7 -0.3
-1.1 0.2 0.3
-0.9 0.5 -0.1
0.0 0.1 -0.1
-0.5 -0.1 -0.3
0.4 0.1 0.5
0.1 0.0 -0.2
-0.1 -0.4 -0.2
-0.3 -0.5 0.3
0.8 -0.2 -0.8
1.3 -1.3 -0.9
-1.0 -0.1 -0.4
-2.8 2.0 -1.2
0.2 -0.4 -0.2
0.7 -1.2 3.1
0.8 0.9 0.5
0.1 -0.1 0.0
-0.4 -0.4 -0.2
-0.3 0.6 0.2
0.4 0.5 0.1
0.3 -0.4 0.3
0.3 0.1 -0.9
-0.2 -0.2 0.3
0.0 0.2 0.2
-2.6 0.4 -1.9
0.2 -1.7 0.1
0.5 2.4 2.0
0.2 1.7 -0.8
0.2 -1.4 0.6
1.0 -0.5 0.1
1.6 -0.8 0.9
-0.4 0.2 0.1
-0.6 0.5 -0.3
0.1 0.5 -0.1
0.3 0.5 0.7
-0.2 -0.1 -0.9
-0.7 -0.3 0.3
0.4 -0.7 -0.9
0.1 -0.8 -0.1

***

(5)
Entry from OMol25: a structure of composition C12H17BN6O2Zr at a distorted geometry (ωB97M-V/def2-TZVPD).

Calculated values
Net charge: +2
HOMO level, eV: -15.67
LUMO energy, eV: -8.721
HOMO-LUMO gap, eV: 6.951

Positions of all 39 atoms, in Å:
1 H -1.8603 -2.7847 0.3174
2 N -0.0663 -1.6895 0.0738
3 B 2.3707 -0.9086 -0.3218
4 N 1.2376 -2.0228 -0.2381
5 C 1.3049 -3.3498 -0.4236
6 Zr -0.8756 0.2579 0.3125
7 H 2.2335 -3.8236 -0.6899
8 C 0.0299 -3.8904 -0.2265
9 H -0.2783 -4.9246 -0.3147
10 C -0.8123 -2.8386 0.0948
11 H 3.4273 -1.3876 -0.5738
12 C -1.4943 2.1776 1.4348
13 H -2.4832 2.5895 1.7348
14 H -1.2196 2.8288 0.5362
15 H -0.7271 2.2868 2.1949
16 N 2.4393 -0.2535 1.1221
17 N 1.9198 0.1738 -1.3748
18 N 1.2924 0.2793 1.6725
19 N 0.6575 0.7567 -1.1884
20 C 3.4778 -0.1502 2.0103
21 C 2.4551 0.6473 -2.5178
22 H 4.4530 -0.5397 1.8011
23 H 3.3880 0.3021 -2.9155
24 C 2.9877 0.4974 3.1330
25 C 1.5742 1.5861 -3.0705
26 C 1.6401 0.7494 2.8928
27 C 0.4840 1.6411 -2.2149
28 H 3.5395 0.7661 4.0363
29 H 1.6819 2.1584 -3.9896
30 H 0.9185 1.2461 3.5375
31 H -0.4153 2.2493 -2.2467
32 H -2.3492 1.4408 1.7577
33 C -4.9587 1.0882 -1.0338
34 O -3.6216 0.9781 -0.5096
35 C -3.0419 -0.2511 -0.4468
36 O -3.5192 -1.2703 -0.8926
37 H -5.5840 0.2787 -0.6514
38 H -4.8774 1.0590 -2.1198
39 H -5.3283 2.0466 -0.7016

Force components x, y, z for each atom (eV/Å):
-0.3 -0.2 -0.1
0.0 -0.1 0.1
-0.2 0.1 1.0
-0.2 0.1 -0.1
-0.8 0.9 0.2
3.4 -1.6 -1.7
0.1 0.0 0.0
-0.7 -0.4 0.2
0.2 0.2 0.0
1.6 0.0 -0.4
-0.1 0.0 -0.2
-1.2 0.8 1.1
0.4 2.2 0.5
-1.0 -1.4 0.5
-0.3 0.2 0.4
-0.3 -0.2 -0.2
-1.1 -0.1 0.2
-0.3 0.3 -0.1
0.3 0.2 -0.2
-1.9 0.4 -0.4
-1.4 0.2 0.8
0.2 -0.1 -0.2
0.3 -0.2 0.2
0.3 0.2 0.7
-0.4 0.3 -0.1
0.1 -0.3 -0.6
0.5 -0.6 0.1
-0.2 -0.2 -0.5
0.1 -0.2 0.4
0.2 -0.2 -0.1
0.2 -0.1 -0.2
1.5 -0.6 -1.5
-0.4 -0.1 -0.5
0.7 -0.2 0.7
0.3 -0.7 -0.3
0.4 1.0 0.6
0.2 0.1 -0.2
-0.3 -0.1 0.1
-0.1 0.2 0.0

***

(6)
Entry from OMol25: an isolated molecule of C14H15ClN2O4S2 at a distorted geometry (ωB97M-V/def2-TZVPD).

Calculated values
Net charge: 0
HOMO level, eV: -8.73
LUMO energy, eV: 0.055
ΔE to the lowest compared entry with this formula, charge and spin, kcal/mol: 333.46
SMILES: NS(=O)(=O)c1ccc(CNS(=O)(=O)Cc2ccc(Cl)cc2)cc1
HOMO-LUMO gap, eV: 8.786

Positions of all 38 atoms, in Å:
1 N -4.3754 -2.0675 0.1548
2 S -3.5003 -0.6265 -0.2867
3 O -3.5022 -0.3697 -1.7359
4 O -4.1513 0.3859 0.5117
5 C -1.9634 -1.1411 0.0904
6 C -1.2722 -1.9084 -0.4620
7 C 0.0165 -2.1549 0.0053
8 C 0.6257 -1.3570 0.8195
9 C -0.2119 -0.5108 1.6089
10 C -1.4407 -0.3701 1.3448
11 H -2.1800 0.5363 1.9327
12 H 0.1499 0.0531 2.4697
13 C 2.1217 -1.7188 1.1981
14 N 2.8716 -0.2203 1.2254
15 S 3.6708 -0.0111 -0.3380
16 O 4.2388 -1.2526 -0.4759
17 O 4.5252 0.9908 0.1178
18 C 2.4648 0.3929 -1.4655
19 C 1.4459 1.3448 -1.1190
20 C 1.4940 2.2906 0.0075
21 C 0.3950 2.9460 0.2910
22 C -0.9522 2.7610 0.0693
23 C -1.0348 1.8101 -1.0012
24 C -0.0038 1.0353 -1.3563
25 H -0.0980 0.3993 -2.5260
26 H -1.9361 1.5086 -1.4401
27 Cl -2.1822 3.3268 0.5471
28 H 0.6184 3.8856 1.0884
29 H 2.4437 2.4350 0.3415
30 H 3.1579 0.9753 -2.1655
31 H 2.2120 -0.3768 -2.0613
32 H 2.3998 0.4842 1.4729
33 H 2.6361 -2.2112 0.6801
34 H 2.1613 -2.0148 2.3242
35 H 0.6936 -2.7573 -0.7414
36 H -1.6138 -2.0926 -1.3392
37 H -4.8696 -2.4433 -0.9061
38 H -5.0546 -1.9564 1.1191

Force components x, y, z for each atom (eV/Å):
-2.6 -0.4 -1.9
-5.3 -0.1 -2.2
-0.1 -1.1 1.6
1.5 -0.1 0.3
-6.2 12.4 12.7
8.6 -7.2 -2.7
2.0 -3.1 -6.0
3.1 -1.1 3.7
5.2 0.5 2.2
-8.0 2.0 -1.6
2.3 -3.3 -1.9
0.5 -0.1 -0.3
-8.5 12.6 10.7
4.3 -10.4 -4.8
-2.4 0.3 8.1
1.6 -4.7 -2.8
1.8 4.0 -1.4
3.1 4.1 -2.0
-5.9 0.6 4.6
1.0 -4.3 -6.0
-1.5 6.8 6.6
11.9 -7.8 -8.2
-0.3 -0.1 1.5
5.1 -1.4 -6.4
-0.2 1.4 3.9
-1.6 0.1 -0.4
-11.7 6.6 5.7
-0.7 -2.5 -1.8
2.3 1.3 1.5
-0.5 -0.5 0.3
-1.3 -3.0 -1.5
-5.2 6.6 2.6
7.0 -7.6 -8.0
-0.1 0.2 -2.1
-1.4 0.6 1.8
-1.5 -2.9 -6.0
1.4 1.5 4.6
2.2 -0.1 -4.2